Arrangement a

Entry from OMol25: an isolated molecule of C4H8N4 (ωB97M-V with the def2-TZVPD basis set).

Geometry as XYZ:
```
16
C4H8N4, DFT ωB97M-V with the def2-TZVPD basis set
C 0.99869 -0.52704 -3.69246
N 0.59887 -1.11684 -2.59642
N 0.46008 -0.36305 -1.45490
C -0.15058 -0.91410 -0.40524
C -0.46470 -0.31030 0.72800
N -0.04905 1.06379 0.85692
N -0.19024 1.66700 1.92497
C -0.61155 0.91768 3.11646
H 0.96071 -1.27313 -4.55849
H 1.21891 0.57060 -3.89327
H 0.84009 0.60423 -1.37045
H -0.46705 -1.93954 -0.49719
H -1.10007 -0.79749 1.47398
H -0.02565 -0.00862 3.29193
H -0.32457 1.62808 3.97459
H -1.69388 0.79872 3.10157
```

The SMILES is C=NN/C=C\N=N/C. The charge is 0. Its HOMO-LUMO gap is 8.771 eV. The calculation puts the molecular weight at 112.14 g mol⁻¹.



Arrangement b

Entry from OMol25: an isolated molecule of C4H8N4 (ωB97M-V with the def2-TZVPD basis set).

Geometry as XYZ:
```
16
C4H8N4, DFT ωB97M-V with the def2-TZVPD basis set
C -1.75598 -1.96141 0.05343
C 0.33490 -1.15651 0.24245
C -1.34670 0.27503 0.02764
C 2.60312 -0.09393 0.17596
N -0.47932 -2.07520 -0.13856
N -2.29007 -0.69395 0.12662
N -1.74205 1.56165 0.19224
N 1.37938 -0.61560 -0.41296
H -2.39486 -2.84345 -0.14070
H 3.56179 -0.70312 0.19131
H 2.78628 0.83918 -0.27811
H 2.54156 0.19358 1.24291
H -3.21522 -0.51035 0.57929
H -1.08665 2.17745 -0.07766
H -2.65292 1.88232 0.18505
H 1.33280 -0.61638 -1.38992
```

The charge is 0. Its HOMO-LUMO gap is 7.425 eV. The calculation puts the molecular weight at 112.14 g mol⁻¹.



Which of them is most stable, and which least? Most stable: arrangement a; least stable: arrangement b.



Arrangement a

Entry from OMol25: an isolated molecule of C4H8N4 (ωB97M-V with the def2-TZVPD basis set).

Geometry as XYZ:
```
16
C4H8N4, DFT ωB97M-V with the def2-TZVPD basis set
C 0.72943 1.88642 0.13225
N 0.81785 0.51683 -0.32604
N 1.89846 -0.30891 0.05637
C 1.35576 -1.58181 0.04203
C -0.01025 -1.58685 0.03023
C -0.37495 -0.20657 -0.18531
N -1.52325 0.42006 -0.13196
N -2.62618 -0.32741 0.05933
H 0.56435 2.60225 -0.70779
H 1.65847 2.22890 0.60333
H -0.12225 2.00445 0.82741
H 2.61799 -0.05209 -0.61423
H 1.98168 -2.47272 0.14230
H -0.71135 -2.38687 0.29623
H -2.95948 -1.01464 -0.69395
H -3.29626 0.27894 0.46980
```

The SMILES is Cn1[nH]cc/c1=N\N. The charge is 0. Its HOMO-LUMO gap is 7.789 eV. The calculation puts the molecular weight at 112.14 g mol⁻¹.



Arrangement b

Entry from OMol25: an isolated molecule of C4H8N4 (ωB97M-V with the def2-TZVPD basis set).

Geometry as XYZ:
```
16
C4H8N4, DFT ωB97M-V with the def2-TZVPD basis set
C -3.48158 -0.83692 -0.02047
N -2.83823 0.26272 -0.04623
N -1.50668 0.18299 -0.06961
C -0.81357 1.34899 -0.02351
C 0.51423 1.44126 -0.01526
N 1.24324 0.22386 -0.05342
N 2.48449 0.39750 -0.09310
C 3.18592 -0.86483 0.00298
H -4.55068 -0.80672 0.06947
H -2.99682 -1.80951 -0.00530
H -0.95934 -0.69547 -0.00072
H -1.47990 2.19159 0.00411
H 1.04522 2.39181 0.15219
H 2.52655 -1.71898 0.09654
H 3.82494 -0.98077 -0.89298
H 3.80222 -0.72752 0.89530
```

The SMILES is C=NN/C=C\N=N\C. The charge is 0. Its HOMO-LUMO gap is 8.680 eV. The calculation puts the molecular weight at 112.14 g mol⁻¹.



Arrangement c

Entry from OMol25: an isolated molecule of C4H8N4 (ωB97M-V with the def2-TZVPD basis set).

Geometry as XYZ:
```
16
C4H8N4, DFT ωB97M-V with the def2-TZVPD basis set
H -2.90690 -1.94632 0.38808
N -2.23263 -2.49188 0.92539
C -1.11982 -1.86853 0.76463
N -1.10689 -0.65334 0.09754
C 0.00106 0.10787 0.11319
C 1.13127 -0.23625 1.00789
N -0.13894 1.12914 -0.75801
C 0.92395 1.96124 -1.20059
N 2.19169 2.06815 -1.08695
H 2.65815 1.27274 -0.51104
H -0.32131 -2.38022 1.21945
H 2.02681 -0.60160 0.43843
H 1.48921 0.62633 1.65428
H 0.84981 -1.00897 1.74381
H -0.96465 1.14576 -1.34757
H 0.55749 2.74179 -1.94201
```

The SMILES is [H]/N=C\N=C(/C)N/C=N\[H]. The charge is 0. Its HOMO-LUMO gap is 9.320 eV. The calculation puts the molecular weight at 112.14 g mol⁻¹.



Which of them is most stable, and which least? Most stable: arrangement c; least stable: arrangement b.



Arrangement a

Entry from OMol25: a cluster of 3 separate species, C4H13N2O in total (ωB97M-V with the def2-TZVPD basis set).

Geometry as XYZ:
```
20
C4H13N2O, DFT ωB97M-V with the def2-TZVPD basis set
C -0.89185 0.26614 0.39194
C -0.63623 1.30205 -0.70470
C 0.83276 1.34953 -0.87816
C 1.59961 2.47210 -0.85618
N 1.41113 -1.29619 -1.70665
N -0.66193 -1.08120 0.04493
H -0.36606 0.46212 1.22592
H -2.04299 0.35603 0.64892
H -0.99309 0.98352 -1.66254
H -0.90308 2.28263 -0.41905
H 1.16192 3.43561 -0.58581
H 2.68305 2.46375 -0.82583
H 1.53788 -0.13656 -1.50969
H 2.30319 -1.67367 -1.39294
H 0.11434 -1.27954 -0.59264
H -1.40780 -1.73826 -0.04412
H 1.31088 -1.53415 -2.69069
H -2.18294 -2.82831 3.85650
H -1.45497 -1.50298 4.14529
O -1.41381 -2.30261 3.55551
```

The charge is +1. Its HOMO-LUMO gap is 5.133 eV. The calculation puts the molecular weight at 105.16 g mol⁻¹.



Arrangement b

Entry from OMol25: a cluster of 2 separate species, C4H13N2O in total (ωB97M-V with the def2-TZVPD basis set).

Geometry as XYZ:
```
20
C4H13N2O, DFT ωB97M-V with the def2-TZVPD basis set
C 2.47468 1.60047 -1.22520
C 0.59149 0.22678 -1.78465
N 1.40679 0.70628 -0.90087
H 3.42208 1.09580 -0.95423
H 2.44150 2.53211 -0.62958
H 2.46907 1.81852 -2.31739
H 0.67707 0.52799 -2.84095
H -0.06218 -0.59366 -1.52072
H 1.20970 0.37073 0.07429
C -0.53289 -1.13213 1.23186
O 0.64168 -0.20790 1.29554
C -1.71456 -0.19185 0.80553
N -2.93702 -1.00560 0.52008
H -0.25468 -1.85533 0.45133
H -0.70946 -1.55406 2.24320
H 1.25546 -0.51929 1.96227
H -1.85748 0.38762 1.75507
H -1.40875 0.43843 -0.07317
H -2.75191 -1.50944 -0.31294
H -3.76455 -0.40059 0.29875
```

The charge is +1. Its HOMO-LUMO gap is 8.380 eV. The calculation puts the molecular weight at 105.16 g mol⁻¹.



Arrangement c

Entry from OMol25: a cluster of 2 separate species, C4H13N2O in total (ωB97M-V with the def2-TZVPD basis set).

Geometry as XYZ:
```
20
C4H13N2O, DFT ωB97M-V with the def2-TZVPD basis set
C -2.08629 0.99525 -1.43238
C 0.06315 2.04758 -1.72273
N -0.61799 1.05074 -1.36180
H -2.48106 0.79957 -0.44168
H -2.35481 0.19378 -2.11578
H -2.47164 1.93144 -1.82613
H -0.43990 2.95097 -2.04257
H 1.14738 2.00096 -1.70358
H -0.12059 0.10800 -1.10820
C 0.73788 -0.91313 2.92421
N 0.19032 -0.88490 1.56653
C 1.22032 -0.95882 0.57693
O 0.60328 -1.15448 -0.72640
H 1.45597 -1.72530 3.01289
H -0.06155 -1.06654 3.64116
H 1.26717 0.00195 3.20233
H -0.31310 -0.00959 1.45381
H 1.85384 -0.07456 0.47424
H 1.85070 -1.82370 0.76762
H -0.03812 -1.86705 -0.57768
```

The charge is +1. Its HOMO-LUMO gap is 8.815 eV. The calculation puts the molecular weight at 105.16 g mol⁻¹.



Arrangement d

Entry from OMol25: a cluster of 2 separate species, C4H13N2O in total (ωB97M-V with the def2-TZVPD basis set).

Geometry as XYZ:
```
20
C4H13N2O, DFT ωB97M-V with the def2-TZVPD basis set
C 2.49358 0.44893 -0.46039
C 1.45651 -0.35800 -1.28160
C 0.07876 -0.02527 -0.84359
C -0.86986 -0.85125 -0.44964
N -2.17899 -0.27935 0.07008
N 2.79045 1.80857 -0.89453
H 2.18244 0.50591 0.59205
H 3.38263 -0.19709 -0.38382
H 1.59552 -0.21436 -2.35086
H 1.60942 -1.43456 -1.12308
H -0.21956 1.02615 -0.78533
H -1.09412 -1.90770 -0.58329
H -2.62958 -0.83452 0.80705
H -2.87282 -0.31154 -0.68743
H -1.93968 0.70372 0.20188
H 3.43195 1.77620 -1.68212
H 1.92552 2.12632 -1.33214
H -2.90728 0.00242 3.57862
H -2.69676 -1.56924 3.54168
O -2.87722 -0.77838 3.01849
```

The charge is +1. Its HOMO-LUMO gap is 9.444 eV. The calculation puts the molecular weight at 105.16 g mol⁻¹.



Which of them is most stable, and which least? Most stable: arrangement c; least stable: arrangement a.



Arrangement a

Entry from OMol25: a cluster of 2 separate species, C4H13N2O in total (ωB97M-V with the def2-TZVPD basis set).

Geometry as XYZ:
```
20
C4H13N2O, DFT ωB97M-V with the def2-TZVPD basis set
C -0.12406 -1.75819 0.65624
C 0.82623 -1.15005 -0.49902
C 0.41641 0.15406 -1.00054
C -0.66500 0.36023 -1.91341
N -1.28333 1.63179 -2.11914
N 0.34192 1.28052 0.09207
H 0.38241 -2.65876 1.18606
H -0.39606 -1.16532 1.47717
H -1.08101 -1.99763 0.16388
H 0.60899 -1.93474 -1.21937
H 2.02151 -1.33657 -0.31234
H -0.78587 -0.41372 -2.80157
H -2.29328 1.39455 -2.36869
H -0.91045 2.12647 -2.98097
H 1.16762 1.82426 0.17838
H 0.20989 0.76945 0.96223
H -0.50556 1.88414 -0.05363
H 0.27010 0.97894 3.61404
H 1.33141 -0.07307 3.65797
O 0.46814 0.08361 3.28067
```

The charge is +1. Its HOMO-LUMO gap is 10.186 eV. The calculation puts the molecular weight at 105.16 g mol⁻¹.



Arrangement b

Entry from OMol25: the ion C4H13N2O with charge +1 (ωB97M-V with the def2-TZVPD basis set).

Geometry as XYZ:
```
20
C4H13N2O, DFT ωB97M-V with the def2-TZVPD basis set
N 2.31472 -1.00044 0.95881
C 1.58626 -0.54674 -0.19636
C 0.14891 -0.15636 0.24357
N -0.33025 -1.12882 1.27617
C -0.85882 0.24408 -0.81748
C -1.51811 1.60808 -0.59553
O -2.51148 1.86437 -1.55376
H 2.71255 -0.26069 1.51667
H 2.99657 -1.71807 0.74613
H 1.98402 0.35136 -0.66264
H 1.47558 -1.33741 -0.93167
H 0.32619 0.77439 0.80664
H -1.27590 -1.46750 1.11663
H 0.39460 -1.86021 1.32313
H -0.28556 -0.68974 2.19299
H -0.32490 0.25470 -1.75616
H -1.68478 -0.46721 -0.97194
H -2.05478 1.69890 0.35651
H -0.73582 2.34785 -0.61818
H -2.35900 1.48948 -2.43354
```

The SMILES is NC[C@H]([NH3+])CCO. The charge is +1. Its HOMO-LUMO gap is 10.482 eV. The calculation puts the molecular weight at 105.16 g mol⁻¹.



Which of them is most stable, and which least? Most stable: arrangement b; least stable: arrangement a.



Arrangement a

Entry from OMol25: the ion C5H12N3 with charge +1 (ωB97M-V with the def2-TZVPD basis set).

Geometry as XYZ:
```
20
C5H12N3, DFT ωB97M-V with the def2-TZVPD basis set
C -0.75851 -1.36946 1.64708
C 0.18247 -0.30104 1.09241
N -0.38733 1.14594 1.17816
N -1.08409 1.46977 -0.00434
C -0.66802 0.72723 -0.96524
N -1.01726 0.91438 -2.25860
C 0.32707 -0.45928 -0.43849
C 1.73440 -0.12428 -1.02007
H -1.58345 -1.06365 2.27032
H -0.28596 -2.05828 2.27153
H -1.26995 -1.97058 0.96180
H 0.96651 -0.41908 1.75207
H -1.01585 1.15635 2.07057
H 0.45356 1.63363 1.30761
H -0.28357 0.69162 -2.91699
H -1.53998 1.77424 -2.42102
H 0.02711 -1.39287 -1.01766
H 2.46130 -1.04535 -1.06821
H 2.12754 0.55888 -0.37954
H 1.61400 0.13183 -2.06140
```

The SMILES is C[C@@H]1[NH2+]N=C(N)[C@H]1C. The charge is +1. Its HOMO-LUMO gap is 11.186 eV. The calculation puts the molecular weight at 114.17 g mol⁻¹.



Arrangement b

Entry from OMol25: the ion C5H12N3 with charge +1 (ωB97M-V with the def2-TZVPD basis set).

Geometry as XYZ:
```
20
C5H12N3, DFT ωB97M-V with the def2-TZVPD basis set
C -0.45671 -1.95367 0.38144
N 0.16723 -1.05605 -0.44828
C -0.17485 0.09588 -1.16693
C -1.48440 0.69266 -0.86204
N -1.41718 0.63351 0.54313
C -0.06347 0.96100 0.96922
N 0.73766 0.15104 -0.02061
C 2.17544 0.37278 -0.09554
H -1.30259 -1.68023 0.95976
H -0.78528 -2.75828 -0.20199
H 0.33014 -2.36138 1.11225
H 0.17897 0.30146 -2.10338
H -1.75180 1.66199 -1.42228
H -2.23011 -0.02659 -1.31721
H -2.07269 1.15198 0.98106
H 0.13981 0.48984 1.99266
H 0.32393 1.97214 0.84142
H 2.61678 0.14163 0.84654
H 2.63470 -0.21237 -0.77813
H 2.43439 1.42266 -0.21111
```

The SMILES is CN1[C@H]2CNC[N@+]21C. The charge is +1. Its HOMO-LUMO gap is 11.128 eV. The calculation puts the molecular weight at 114.17 g mol⁻¹.



Which of them is most stable, and which least? Most stable: arrangement a; least stable: arrangement b.



Arrangement a

Entry from OMol25: a structure of composition CH3NO2P (ωB97M-V with the def2-TZVPD basis set).

Geometry as XYZ:
```
8
CH3NO2P, DFT ωB97M-V with the def2-TZVPD basis set
C 0.44064 -0.90766 -0.87056
N -0.42973 1.59257 -1.28127
O -0.39308 -1.17420 0.03694
O 1.04914 -1.56029 -1.70645
P 0.53442 0.82359 -0.30619
H -0.51191 0.31425 3.39565
H -0.59161 1.05648 -2.14946
H -0.09788 -0.14474 2.88134
```

The charge is -1. Its HOMO-LUMO gap is 8.209 eV. The calculation puts the molecular weight at 92.01 g mol⁻¹.



Arrangement b

Entry from OMol25: the ion CH3NO2P with charge -1 (ωB97M-V with the def2-TZVPD basis set).

Geometry as XYZ:
```
8
CH3NO2P, DFT ωB97M-V with the def2-TZVPD basis set
N -1.48062 0.02647 0.19613
P -0.13547 -1.06015 0.24887
C 1.37917 0.14565 0.04588
O 1.06202 1.31512 0.17371
O 2.59241 -0.47305 -0.18545
H -1.72407 0.59737 1.01552
H -1.29530 0.83495 -0.35182
H -0.39815 -1.38637 -1.14284
```

The SMILES is NPC(=O)[O-]. The charge is -1. Its HOMO-LUMO gap is 8.044 eV. The calculation puts the molecular weight at 92.01 g mol⁻¹.



Which of them is most stable, and which least? Most stable: arrangement b; least stable: arrangement a.